No. 1
{"formula": "C24H43CrIP2", "method": "ωB97M-V/def2-TZVPD", "species": ["Cr", "C", "C", "C", "C", "C", "C", "H", "H", "H", "C", "H", "H", "H", "C", "H", "H", "H", "C", "H", "H", "H", "C", "H", "H", "H", "C", "C", "C", "C", "C", "C", "C", "C", "H", "H", "H", "H", "H", "H", "H", "H", "H", "H", "H", "H", "P", "P", "C", "C", "H", "H", "H", "H", "C", "H", "H", "H", "C", "H", "H", "H", "C", "H", "H", "H", "C", "H", "H", "H", "I"], "positions_angstrom": [[-0.3464, 1.8969, 0.3919], [-0.7994, -1.4674, 2.6462], [-1.9757, -1.0752, 1.9064], [-1.4219, -3.1843, 1.2710], [-0.5481, -2.8134, 2.3223], [-2.2726, -2.0886, 0.9733], [-0.1366, -0.7320, 3.7397], [-0.5679, 0.2563, 3.8771], [0.9496, -0.6365, 3.6918], [-0.3636, -1.3196, 4.6301], [0.4408, -3.7157, 2.9436], [1.1675, -3.1309, 3.4840], [0.9599, -4.2701, 2.1740], [0.0104, -4.4523, 3.6267], [-1.2948, -4.3780, 0.4412], [-1.7650, -5.2371, 0.9091], [-0.2479, -4.6615, 0.2887], [-1.7572, -4.2145, -0.5259], [-3.3573, -2.0176, -0.0419], [-4.1296, -2.6215, 0.4353], [-3.1980, -2.4798, -1.0237], [-3.7603, -1.0107, -0.1786], [-2.8304, 0.0920, 2.2000], [-3.6362, -0.2204, 2.8912], [-3.3180, 0.5089, 1.3064], [-2.2957, 0.9109, 2.7057], [2.0057, 3.0396, -0.4753], [1.4464, 3.1666, 0.7710], [0.2924, 4.0352, 1.2431], [-0.9014, 4.3558, 0.2390], [-1.3683, 3.2699, -0.7196], [-0.3889, 2.4258, -1.5443], [0.5089, 3.3265, -2.4447], [1.7198, 3.8628, -1.6805], [0.7025, 4.9808, 1.5931], [-0.7190, 5.3682, -0.2089], [-0.1438, 3.5707, 2.1654], [1.6785, 4.9567, -1.5404], [3.0265, 2.6178, -0.5096], [2.2437, 3.0792, 1.5812], [2.6452, 3.7290, -2.2601], [0.9277, 2.9923, -3.4198], [-0.8326, 1.6807, -2.2110], [-0.1570, 4.1509, -2.6942], [-1.7903, 4.5485, 0.8904], [-2.4957, 3.1844, -0.9320], [2.9891, -0.7567, -0.2283], [-0.6302, -1.1340, -1.8252], [2.3387, -0.1632, -1.8033], [1.0867, -0.7668, -2.4903], [3.2387, -0.1543, -2.4257], [2.1729, 0.9066, -1.6669], [0.8787, -0.0766, -3.3025], [1.3471, -1.7524, -2.9043], [-0.7725, -2.7517, -2.6019], [-1.5276, -3.4167, -2.1789], [0.1936, -3.2297, -2.5867], [-1.0763, -2.5654, -3.6180], [-1.8429, -0.4704, -3.1198], [-1.3924, -0.6576, -4.1308], [-2.1537, 0.5658, -3.0647], [-2.7695, -1.0744, -3.0907], [4.4270, -0.0886, 0.6085], [4.2794, -0.2406, 1.6929], [4.4402, 0.9811, 0.3247], [5.3446, -0.6218, 0.2938], [1.5164, -0.0318, 0.7255], [0.8050, -0.8542, 0.8672], [1.2191, 0.8051, -0.0293], [1.7640, 0.4168, 1.7148], [2.2180, -3.1477, -0.0888]], "atomic_forces_ev_per_a": [[-0.460, -1.539, 0.130], [-0.855, -0.693, -0.767], [1.830, 0.327, -0.617], [-0.721, 1.753, -0.815], [-0.002, 0.962, -0.152], [1.163, -0.504, 0.548], [-0.517, -0.292, 0.825], [0.018, 0.230, 0.094], [0.142, -0.043, -0.212], [0.305, 0.375, 0.572], [-0.137, 0.172, 0.082], [0.453, 0.064, 0.359], [0.384, -0.499, -0.248], [-0.075, 0.016, -0.005], [-0.158, -0.614, 0.031], [-0.084, -0.430, -0.038], [0.257, -0.096, -0.149], [-0.090, -0.253, -0.015], [-0.756, -0.618, 0.629], [-0.742, 0.069, -0.485], [0.345, 0.131, 0.171], [0.137, -0.081, -0.054], [-0.722, 0.558, 0.325], [0.069, 0.350, -0.190], [0.030, -0.054, 0.207], [-0.069, -0.080, -0.027], [0.338, 1.951, 1.952], [2.739, 1.087, 0.431], [-1.108, -0.318, -0.426], [-0.801, 1.408, 0.280], [-0.383, -2.299, -0.486], [-0.925, 2.094, -1.120], [0.410, 0.526, -0.041], [0.560, -0.225, -1.015], [0.039, 0.075, 0.038], [0.157, -0.895, -0.055], [0.280, 0.205, -0.394], [-0.196, -0.486, 0.693], [-0.720, -0.272, 0.317], [-1.452, -0.906, -0.668], [-0.415, 0.196, -0.319], [-0.864, -0.741, 0.658], [-0.434, 0.120, 0.649], [0.202, 0.142, -0.319], [0.713, -0.046, -0.397], [1.845, 0.123, 0.554], [-4.569, -0.828, 2.000], [-1.080, 0.917, 1.061], [1.226, 0.858, -0.883], [0.434, -0.607, -0.763], [-0.392, -0.381, -0.877], [-0.016, 0.020, 0.226], [0.317, 0.002, -0.461], [0.329, 0.630, -0.186], [-0.112, -0.991, 0.034], [0.233, 0.268, 0.103], [0.105, -0.574, 0.036], [0.205, -0.299, -0.566], [0.639, -0.032, -0.875], [-0.394, 0.337, 0.690], [0.064, 0.199, 0.155], [0.575, 0.113, 0.317], [0.923, -0.285, -0.652], [-0.076, 0.145, -0.571], [0.296, -0.437, 0.353], [-0.330, 0.554, 0.139], [0.906, 0.739, -0.397], [-0.358, 0.334, -0.044], [0.308, -1.824, 1.340], [0.003, -0.396, -0.630], [1.039, 0.584, -0.084]], "mulliken_spin": [3.54, -0.03, 0.02, -0.01, 0.03, 0.04, 0.01, 0.00, 0.00, 0.00, 0.00, 0.00, 0.00, 0.00, 0.01, 0.00, -0.01, 0.00, -0.01, 0.00, 0.00, 0.00, -0.03, 0.00, 0.00, 0.01, -0.05, 0.01, 0.06, -0.01, -0.39, -0.13, -0.04, 0.04, 0.03, -0.01, -0.01, 0.00, 0.01, -0.01, 0.00, -0.01, -0.01, 0.00, 0.00, 0.02, -0.03, 0.00, 0.02, 0.00, 0.00, -0.02, 0.00, 0.00, 0.00, 0.00, 0.00, 0.00, 0.00, 0.00, 0.00, 0.00, 0.00, 0.00, 0.00, 0.00, 0.10, -0.05, -0.05, 0.01, -0.03], "charge": 1, "e_homo_ev": [-7.9, -7.9], "orbital_gap_ev": [3.647, 3.484], "s2": 4.107, "spin_multiplicity": 4, "e_lumo_ev": [-4.3, -4.4], "e_above_lowest_kcal_mol": 281.0}

=====

No. 2
{"formula": "C10H13Cl5N2V", "method": "ωB97M-V/def2-TZVPD", "species": ["V", "N", "C", "C", "C", "N", "H", "H", "H", "H", "H", "H", "H", "H", "H", "H", "Cl", "C", "C", "C", "Cl", "C", "Cl", "C", "Cl", "C", "Cl", "C", "H", "H", "H"], "positions_angstrom": [[-0.4448, 0.3931, 0.4146], [1.5777, 0.3331, 0.0116], [2.2498, 1.1823, -1.0575], [1.9958, 2.6585, -0.8768], [0.5536, 3.0570, -1.0878], [-0.3277, 2.4739, -0.0023], [2.0357, 0.5411, 0.9092], [1.8511, -0.6432, -0.1773], [1.8789, 0.8118, -2.0164], [3.3137, 0.9456, -0.9843], [2.5980, 3.1820, -1.6248], [2.3682, 3.0112, 0.0896], [0.1579, 2.6938, -2.0394], [0.4238, 4.1406, -1.0496], [-1.2703, 2.8431, -0.1744], [-0.0582, 2.9343, 0.8785], [-2.6267, 0.2035, -0.3052], [-1.9560, -1.4688, -0.1228], [-0.5721, -1.5017, -0.1015], [0.0527, -2.7623, -0.1744], [1.7539, -2.8811, -0.2374], [-0.7254, -3.9213, -0.1499], [-0.0129, -5.4465, -0.1714], [-2.1600, -3.8282, -0.0922], [-3.0879, -5.2004, -0.0577], [-2.8196, -2.5469, -0.0847], [-4.4903, -2.4023, -0.0921], [-0.5475, 0.2840, 2.3655], [-0.3666, -0.7304, 2.7215], [-1.5601, 0.6434, 2.5899], [0.2153, 1.0010, 2.6993]], "atomic_forces_ev_per_a": [[0.605, -1.314, 0.257], [-0.136, -0.107, 0.328], [-0.097, -0.174, -0.100], [0.096, 0.101, -0.169], [-0.114, -0.051, -0.059], [-0.290, 0.046, 0.033], [0.015, 0.072, -0.053], [-0.124, 0.033, 0.065], [0.070, 0.080, 0.028], [-0.051, 0.072, -0.072], [-0.016, -0.005, 0.033], [0.000, 0.006, 0.049], [0.096, 0.077, 0.013], [0.076, -0.073, -0.073], [0.022, -0.068, 0.034], [-0.005, -0.089, -0.051], [-0.319, -0.182, -0.241], [-1.212, 0.237, -0.189], [0.552, 0.928, 0.272], [0.147, -0.048, -0.001], [0.056, -0.018, -0.005], [-0.332, 0.153, 0.026], [0.076, 0.092, 0.012], [0.039, 0.676, -0.025], [-0.027, -0.087, -0.003], [0.880, -0.291, 0.072], [-0.173, 0.133, 0.008], [0.262, -0.290, -0.320], [-0.009, 0.062, 0.156], [-0.085, 0.010, -0.034], [-0.003, 0.021, 0.010]], "nbo_charge": [1.30, -0.80, -0.22, -0.47, -0.22, -0.84, 0.43, 0.45, 0.23, 0.27, 0.31, 0.24, 0.23, 0.27, 0.44, 0.43, 0.29, 0.08, -0.24, -0.05, 0.17, -0.08, 0.24, 0.03, 0.32, -0.16, 0.23, -0.77, 0.30, 0.30, 0.28], "charge": 3, "e_homo_ev": [-19.4, -19.4], "orbital_gap_ev": [5.331, 5.334], "e_lumo_ev": [-14.0, -14.0]}

=====

No. 3
{"formula": "C3H9NO3", "method": "ωB97M-V/def2-TZVPD", "species": ["C", "O", "O", "H", "H", "H", "H", "C", "C", "N", "O", "H", "H", "H", "H", "H"], "positions_angstrom": [[-1.8345, -0.5744, -0.4752], [-0.5009, -1.5533, 0.5473], [0.4874, -2.3273, 1.2132], [0.2945, -3.2464, 0.9809], [-2.3993, -1.0603, -1.2639], [-0.9998, -0.1361, -0.9947], [-2.4339, -0.3753, 0.3963], [1.5613, 0.5548, -0.7152], [0.7756, 1.6430, -0.0136], [-0.2035, 1.1925, 0.8319], [0.8761, 2.8175, -0.3005], [-0.7047, 1.8904, 1.3599], [-0.1763, 0.2349, 1.1766], [1.2055, -0.4368, -0.4566], [1.4360, 0.6711, -1.7916], [2.6166, 0.7057, -0.4948]], "atomic_forces_ev_per_a": [[0.536, -2.514, -1.765], [-1.502, 2.618, 0.841], [0.131, -1.249, -0.958], [-0.037, -0.094, 0.091], [-0.293, -0.758, 0.257], [-0.076, 0.872, 0.977], [0.723, 0.491, 0.236], [0.008, 0.206, -0.031], [-0.937, -0.232, -0.338], [0.629, 0.344, 0.551], [0.345, 0.296, 0.066], [0.168, 0.034, -0.001], [-0.022, 0.089, -0.189], [0.261, -0.123, 0.281], [0.035, 0.245, -0.032], [0.030, -0.225, 0.015]], "nbo_charge": [-0.07, -0.57, -0.41, 0.45, 0.17, 0.23, 0.22, -0.74, 0.67, -0.86, -0.63, 0.39, 0.43, 0.24, 0.23, 0.24], "e_homo_ev": [-9.2, -8.8], "orbital_gap_ev": [7.524, 6.859], "e_lumo_ev": [-1.6, -1.9], "e_above_lowest_kcal_mol": 183.4}

=====

Let's list F_max in order: 5.056 1.469 3.133 eV Å⁻¹.